Formula: C3H8NS
Source: OMol25
Level of theory: ωB97M-V with the def2-TZVPD basis set

The geometry in XYZ format:
```
13
Properties=species:S:1:pos:R:3:forces:R:3:nbo_charge:R:1
H 0.69071 -1.08972 1.91029 0.270 -0.089 -0.196 0.1715
H 1.22325 1.05113 -0.07249 0.273 -0.030 0.009 0.1720
H 0.38355 0.05832 -2.10690 0.551 -0.319 0.365 0.1579
H 1.66548 -0.71525 0.02255 0.397 0.509 -0.535 0.1850
H -0.08247 -1.37757 -1.21764 -0.780 0.239 -0.113 0.1654
H 0.82963 0.63946 2.08805 -0.004 -0.130 -0.032 0.1732
C -0.06994 -0.27660 -1.15708 0.372 -0.266 -0.274 -0.2068
S -1.45439 -0.13567 1.95906 0.084 0.158 -0.301 -0.7289
C 0.85849 0.02760 0.04081 -0.712 -0.096 0.294 -0.4309
H -1.84710 0.23997 -0.31733 0.186 0.583 -0.133 0.4072
N -1.37783 0.37879 -1.22302 0.323 -0.937 0.032 -0.8801
H -1.15616 1.34409 -1.42536 -0.520 0.224 0.471 0.3302
C 0.33679 -0.14454 1.49908 -0.441 0.154 0.413 -0.5158
```
Positions in Å, forces in eV/Å.

**Frontier orbital gap**: 6.61 eV
**2S+1**: 1
**Energy relative to the best compared isomer or geometry (same formula, charge and spin)**: 14.51 kcal per mole
**LUMO energy**: 4.286 eV
**Net charge**: -1